No. 1
{"formula": "C6H11NO2", "method": "ωB97M-V/def2-TZVPD", "total_charge": 0, "e_tot_ha": -440.295405, "species": ["C", "C", "C", "C", "C", "C", "N", "O", "O", "H", "H", "H", "H", "H", "H", "H", "H", "H", "H", "H"], "xyz": [[0.4822, 0.2578, -0.2941], [-0.8877, -1.4084, 0.7097], [-1.1361, -0.2460, -0.0440], [-1.7541, 0.9218, 0.7120], [-1.7011, -0.4167, -1.4442], [3.2053, 0.4010, 0.3653], [1.1988, -0.8039, -0.0960], [0.6779, 1.4160, -0.5384], [2.5687, -0.6654, -0.2979], [-0.7400, -1.3538, 1.7743], [-0.7843, -2.3708, 0.2432], [-1.2816, 1.0496, 1.6826], [-2.8170, 0.7335, 0.8606], [-1.6369, 1.8424, 0.1445], [-1.5477, 0.4931, -2.0197], [-2.7725, -0.6116, -1.3860], [-1.2218, -1.2464, -1.9587], [2.9662, 0.4091, 1.4359], [2.9096, 1.3626, -0.0708], [4.2723, 0.2360, 0.2217]], "nbo_charge": [0.667, -0.012, -0.232, -0.598, -0.602, -0.272, -0.298, -0.586, -0.374, 0.207, 0.215, 0.215, 0.209, 0.240, 0.231, 0.210, 0.222, 0.169, 0.195, 0.193]}



No. 2
{"formula": "C5H9N", "method": "ωB97M-V/def2-TZVPD", "total_charge": 0, "e_tot_ha": -250.526555, "species": ["C", "C", "C", "N", "C", "C", "H", "H", "H", "H", "H", "H", "H", "H", "H"], "xyz": [[0.9302, 1.1607, -0.4446], [0.9327, -0.1578, -1.2292], [-0.4668, 0.9809, 0.0172], [-0.6527, -0.2370, 0.5636], [-1.2331, -0.3530, 1.7541], [0.0053, -1.2487, -0.2558], [1.6667, 1.1833, 0.3828], [1.0448, 2.1130, -0.9886], [0.4854, 0.1045, -2.2140], [1.8645, -0.6697, -1.3995], [-1.2880, 1.6569, -0.0890], [-1.2121, 0.5286, 2.3832], [-1.7207, -1.2636, 2.0718], [-0.6890, -1.7015, -0.9648], [0.3328, -2.0965, 0.4130]], "nbo_charge": [-0.458, -0.383, -0.152, -0.285, -0.313, -0.232, 0.195, 0.224, 0.215, 0.202, 0.203, 0.196, 0.180, 0.202, 0.205]}



No. 3
{"formula": "C4H7FS", "method": "ωB97M-V/def2-TZVPD", "smiles": "FC1(CS)CC1", "total_charge": 0, "e_tot_ha": -654.617784, "species": ["F", "C", "C", "S", "C", "C", "H", "H", "H", "H", "H", "H", "H"], "xyz": [[-0.0723, -1.5309, -0.3016], [-0.6290, -0.2626, -0.3090], [0.3969, 0.7275, -0.6729], [1.8306, 0.6770, 0.4769], [-2.0818, -0.2101, -0.5846], [-1.5413, 0.0154, 0.8525], [0.7457, 0.4876, -1.6714], [-0.0112, 1.7395, -0.6142], [2.0530, -0.5917, 0.4856], [-2.5533, -1.1848, -0.7504], [-2.5425, 0.6705, -1.0239], [-1.6137, -0.7713, 1.6702], [-1.5862, 0.9751, 1.2719]], "nbo_charge": [-0.357, 0.316, -0.524, -0.041, -0.445, -0.449, 0.224, 0.236, 0.126, 0.240, 0.227, 0.232, 0.215]}



Question: Number 2 is which compound?
Answer: C5H9N



Question: Which formula does entry 2 have?
Answer: C5H9N